# C52H69N5O2Sc

A molecular structure, C52H69N5O2Sc (ωB97M-V/def2-TZVPD, the Open Molecules 2025 dataset).

Results
- highest occupied orbital energy (eV) = -10.543

```
! wB97M-V def2-TZVPD RIJCOSX def2/J DEFGRID3
* xyz 1 1
Sc 0.2285 0.3504 0.4266
C -3.4098 0.8372 5.4350
C -2.9575 -0.5047 4.8411
C -3.2841 -1.5968 5.8695
C -3.6240 -0.8005 3.4905
C -4.9492 -1.2076 3.6320
C -5.6823 -1.7289 2.5929
C -5.0750 -1.8479 1.3622
C -3.7898 -1.3777 1.1259
C -3.4085 -1.4175 -0.3398
C -3.7820 -0.0720 -0.9531
C -2.0121 -1.8918 -0.6854
C -3.0481 -0.7916 2.1800
N -1.6959 -0.3045 1.9590
C -1.2947 0.6053 2.7944
C 0.0666 0.8611 3.2222
C 0.2033 1.8793 4.1981
C 1.3414 2.0192 4.9397
C 2.3869 1.0955 4.7522
C 2.2990 0.1063 3.8089
C 1.1701 -0.0059 2.9614
N 1.1346 -0.8800 1.8981
C 1.8492 -2.1317 2.0901
C 1.2212 -3.0969 2.9036
C 1.8430 -4.3195 3.1217
C 3.0872 -4.5988 2.5931
C 3.7101 -3.6417 1.8218
C 3.1093 -2.4168 1.5452
C 3.8752 -1.4633 0.6690
C 4.1897 -2.1251 -0.6751
C 5.1561 -0.9616 1.3401
C -0.0786 -2.8482 3.6344
C -1.1277 -3.9195 3.3278
C 0.2184 -2.7648 5.1354
H -3.0239 0.9456 6.4497
H -4.4986 0.8806 5.4838
H -3.0796 1.7048 4.8612
H -1.8731 -0.4877 4.7292
H -4.3024 -1.4935 6.2461
H -2.6200 -1.5043 6.7292
H -3.1835 -2.5968 5.4527
H -5.4026 -1.1576 4.6127
H -6.6991 -2.0643 2.7460
H -5.6233 -2.2848 0.5366
H -4.0667 -2.1585 -0.8003
H -3.2246 0.7298 -0.4754
H -4.8400 0.1301 -0.7833
H -3.5930 -0.0496 -2.0280
H -1.8171 -2.8872 -0.2855
H -1.2469 -1.2474 -0.2606
H -1.8717 -1.9127 -1.7668
H -2.0488 1.1734 3.3313
H -0.6442 2.5299 4.3822
H 1.4205 2.7938 5.6892
H 3.2773 1.1632 5.3643
H 3.1110 -0.5964 3.6784
H 1.3504 -5.0589 3.7409
H 3.5702 -5.5468 2.7893
H 4.6948 -3.8465 1.4196
H 3.2257 -0.6055 0.5106
H 4.7239 -3.0639 -0.5248
H 4.8239 -1.4902 -1.2902
H 3.2769 -2.3497 -1.2323
H 5.8044 -1.7944 1.6168
H 4.9379 -0.3936 2.2455
H 5.7202 -0.3168 0.6621
H -0.4883 -1.8987 3.2989
H -0.8710 -4.8788 3.7810
H -1.2316 -4.0722 2.2520
H -2.1008 -3.6203 3.7206
H 0.7540 -3.6558 5.4680
H -0.6959 -2.6989 5.7137
H 0.8411 -1.8987 5.3703
N 1.1200 2.3148 0.8951
C 0.2007 3.4466 1.2102
C 0.4523 4.6029 0.2547
C 0.4536 4.0700 -1.1923
O -0.4304 4.4417 -1.9643
O 1.3322 3.1645 -1.3999
H 1.9337 2.3484 1.5032
H 1.4585 2.5956 -0.0926
H 0.3225 3.7361 2.2522
H -0.8372 3.1047 1.1052
H 1.4216 5.0570 0.4726
H -0.3227 5.3583 0.3738
C 3.1627 -0.4687 -6.2274
C 3.9381 0.2408 -5.1161
C 4.2929 1.6641 -5.5740
C 5.2245 -0.5474 -4.8291
C 3.1211 0.3524 -3.8392
C 3.7065 0.7793 -2.6522
C 2.9646 0.7890 -1.4927
N 1.6662 0.4877 -1.4495
C 1.0388 0.3172 -2.6297
C 1.7456 0.1456 -3.8062
C -0.3904 0.7381 -2.6397
C -1.1011 0.8999 -3.8117
C -2.1748 1.7915 -3.8704
C -2.4658 2.4881 -2.7073
C -1.7996 2.1716 -1.5418
N -0.8097 1.2829 -1.4806
C -2.9214 2.0881 -5.1612
C -2.5141 3.4983 -5.6177
C -2.5835 1.0841 -6.2639
C -4.4335 2.0447 -4.9007
H 3.8230 -0.6337 -7.0786
H 2.3219 0.1294 -6.5838
H 2.7892 -1.4421 -5.9021
H 4.8866 1.6190 -6.4883
H 4.8736 2.1929 -4.8173
H 3.3927 2.2464 -5.7761
H 5.7704 -0.7072 -5.7591
H 5.0012 -1.5239 -4.3944
H 5.8871 -0.0121 -4.1486
H 4.7429 1.0815 -2.6092
H 3.4356 1.0551 -0.5573
H 1.2121 -0.0546 -4.7218
H -0.7664 0.4003 -4.7070
H -3.2014 3.2782 -2.6825
H -2.0772 2.6605 -0.6171
H -1.4390 3.5564 -5.7943
H -2.7682 4.2495 -4.8695
H -3.0313 3.7481 -6.5454
H -1.5465 1.1737 -6.5930
H -3.2143 1.2774 -7.1314
H -2.7639 0.0547 -5.9455
H -4.7459 2.8094 -4.1900
H -4.7401 1.0704 -4.5140
H -4.9700 2.2228 -5.8331
*
```

These are the Mulliken partial charges, in e, on atoms 1 to 99:
1. Sc -1.373
2. C -1.481
3. C 1.618
4. C -1.999
5. C 0.947
6. C -0.551
7. C -1.409
8. C -0.998
9. C 0.464
10. C 0.283
11. C -1.124
12. C -0.214
13. C -0.330
14. N 1.000
15. C -1.403
16. C 0.623
17. C -1.020
18. C -1.239
19. C -1.134
20. C -0.911
21. C 1.358
22. N 1.214
23. C -1.034
24. C 0.999
25. C -0.565
26. C -1.586
27. C -0.475
28. C 0.213
29. C 3.013
30. C -1.480
31. C -1.677
32. C 2.257
33. C -1.537
34. C -1.553
35. H 0.412
36. H 0.364
37. H 0.316
38. H -0.377
39. H 0.561
40. H 0.443
41. H 0.293
42. H 0.297
43. H 0.401
44. H 0.420
45. H 0.702
46. H 0.086
47. H 0.570
48. H 0.242
49. H 0.480
50. H -0.989
51. H 0.571
52. H 1.378
53. H 0.592
54. H 0.464
55. H 0.479
56. H 0.790
57. H 0.397
58. H 0.412
59. H 0.413
60. H -1.715
61. H 0.382
62. H 0.426
63. H 0.303
64. H 0.382
65. H 0.326
66. H 0.472
67. H -1.191
68. H 0.419
69. H 0.325
70. H 0.184
71. H 0.502
72. H 0.399
73. H 0.208
74. N 0.462
75. C -0.450
76. C -0.795
77. C 0.278
78. O -0.669
79. O -0.646
80. H 0.255
81. H 0.189
82. H 0.526
83. H -0.036
84. H 0.323
85. H 0.440
86. C -1.923
87. C 1.895
88. C -1.579
89. C -1.676
90. C 0.364
91. C -0.738
92. C -1.503
93. N 1.383
94. C -0.141
95. C -0.900
96. C 0.362
97. C -0.673
98. C -0.211
99. C -0.782